No. 1
Entry from OMol25: a structure of composition C28H35N5P2PbS in a non-equilibrium geometry (ωB97M-V/def2-TZVPD).

Calculated values
Relative energy (zero: lowest compared OMol25 entry of this formula, charge and spin) in kcal per mole: 0.0
Charge: +2
HOMO-LUMO gap (spin up / spin down) in eV: 3.56 / 2.91
LUMO level (spin up / spin down) in eV: -8.4090 / -9.0625
Energy in Eh: -2634.7212

Element x y z (Å)
Pb: -0.2898 -0.6643 6.0201
C: -1.3509 1.9119 5.1555
C: -1.6510 0.9269 4.2267
C: -1.0175 0.7586 2.8970
C: 0.2910 -0.1094 2.7499
C: 1.3240 0.0215 3.7995
C: 1.6366 1.1958 4.4623
C: 1.0145 2.4994 4.2091
C: -0.2903 2.9131 4.9859
C: 1.6464 -1.4393 6.7752
H: -1.9242 1.9845 6.0894
H: -2.4648 0.2204 4.4463
H: -0.8235 1.7334 2.4295
H: -1.7723 0.2676 2.2501
H: -0.0122 -1.1673 2.6827
H: 0.7151 0.0885 1.7440
H: 1.9519 -0.8685 3.9813
H: 2.4022 1.1738 5.2430
H: 0.8255 2.6426 3.1408
H: 1.7682 3.2678 4.4653
H: 0.0231 3.3100 5.9670
H: -0.7100 3.8032 4.4776
H: 1.5981 -1.3427 7.8707
H: 2.5742 -1.0650 6.3304
H: 1.3614 -2.4656 6.4418
P: 1.2727 -1.1960 -2.8160
P: -1.6749 -0.6184 -2.4086
N: 2.7446 -0.2337 -2.6833
N: 1.9626 -2.4872 -3.8460
N: -1.9019 1.1321 -2.1766
N: -3.3661 -0.9919 -2.7636
C: 0.4431 -0.2049 -4.1505
C: -1.0551 -0.5534 -4.1532
C: 3.0380 0.4213 -1.4722
C: 4.0328 1.3444 -1.6967
C: 4.3879 1.2790 -3.0787
C: 3.5796 0.3095 -3.6633
C: 2.1721 -3.7779 -3.3319
C: 2.6650 -4.5887 -4.3389
C: 2.7415 -3.8053 -5.5251
C: 2.2944 -2.5285 -5.1975
C: -1.7824 1.7102 -0.9037
C: -1.9586 3.0769 -1.0100
C: -2.1571 3.3793 -2.3846
C: -2.1002 2.1732 -3.0789
C: -4.3275 -0.3284 -3.5360
C: -5.3780 -1.2006 -3.7943
C: -5.0495 -2.4489 -3.1804
C: -3.8303 -2.3064 -2.5621
H: 0.8864 -0.3793 -5.1386
H: 0.6120 0.8532 -3.8945
H: -1.6246 0.1406 -4.7858
H: -1.2223 -1.5728 -4.5441
H: 2.4833 0.1466 -0.5935
H: 4.4509 2.0080 -0.9599
H: 5.1249 1.8779 -3.5745
H: 3.5310 -0.0386 -4.6795
H: 1.9371 -3.9720 -2.3045
H: 2.9526 -5.6214 -4.2354
H: 3.0910 -4.1233 -6.4890
H: 2.1708 -1.6628 -5.8240
H: -1.5845 1.0740 -0.0612
H: -1.9614 3.7783 -0.1919
H: -2.3368 4.3471 -2.8126
H: -2.1722 1.9820 -4.1361
H: -4.1915 0.6986 -3.8234
H: -6.2613 -0.9864 -4.3610
H: -5.6367 -3.3495 -3.2040
H: -3.2144 -2.9858 -2.0026
S: 0.0173 -0.0198 10.9494
C: -0.1999 0.1956 9.3570
N: -0.4305 0.4573 8.2207

=====

No. 2
Entry from OMol25: a structure of composition C28H35N9O2RuS2 in a non-equilibrium geometry (ωB97M-V/def2-TZVPD).

Calculated values
Relative energy (zero: lowest compared OMol25 entry of this formula, charge and spin) in kcal per mole: 11.5
Charge: +2
HOMO-LUMO gap (spin up / spin down) in eV: 6.14 / 6.03
Multiplicity: 5
LUMO level (spin up / spin down) in eV: -5.2099 / -6.9689
Energy in Eh: -2622.0607

Element x y z (Å)
Ru: 0.2714 -0.1943 0.2801
O: 2.2506 2.5543 -2.3408
S: 2.5717 1.4018 -1.5647
O: 2.4515 0.1200 -2.2299
N: 1.5359 1.3072 -0.2307
C: 1.3722 2.4433 0.4960
C: 2.1192 3.6159 0.3755
C: 1.8858 4.6971 1.2239
C: 0.9291 4.6517 2.2103
C: 0.1236 3.5053 2.3544
C: -0.8886 3.3842 3.3256
C: -1.6428 2.2376 3.3641
C: -1.3787 1.2145 2.4529
N: -0.4225 1.2869 1.5415
C: 0.3338 2.4065 1.4822
C: 4.2141 1.4920 -0.8735
C: 5.1970 2.1754 -1.5630
C: 6.4774 2.2148 -1.0312
C: 6.7447 1.5797 0.1716
C: 5.7504 0.8781 0.8391
C: 4.4715 0.8264 0.3092
H: 2.8690 3.6990 -0.3931
H: 2.4823 5.5862 1.1012
H: 0.7687 5.4839 2.8768
H: -1.0452 4.1818 4.0346
H: -2.4335 2.1158 4.0862
H: -1.9620 0.3028 2.4934
H: 4.9512 2.6645 -2.4934
H: 7.2594 2.7419 -1.5567
H: 7.7361 1.6392 0.5924
H: 5.9744 0.3768 1.7672
H: 3.6691 0.2892 0.7977
C: -3.3361 -3.1847 1.5956
N: -2.6239 -3.4561 0.3583
C: -3.0638 -4.5974 -0.4265
C: -1.5847 -2.6768 0.0013
N: -1.2366 -1.6045 0.6589
N: -0.8933 -3.0704 -1.1295
C: 0.2636 -2.5265 -1.6508
N: 0.6544 -3.0280 -2.8359
N: 0.9737 -1.6693 -0.9933
H: -3.9271 -4.0559 1.8602
H: -4.0127 -2.3327 1.4888
H: -2.6390 -3.0040 2.4158
H: -4.0192 -4.9374 -0.0369
H: -2.3619 -5.4324 -0.3556
H: -3.2331 -4.3335 -1.4731
H: -1.8440 -1.4281 1.4564
H: -1.3088 -3.8307 -1.6515
H: 0.0733 -3.6365 -3.3876
H: 1.4311 -2.5921 -3.3088
H: 1.7760 -1.3137 -1.5335
C: 4.1336 -2.7614 4.7356
N: 3.2210 -1.7507 4.2468
C: 2.5974 -1.7491 3.0755
N: 2.8659 -2.6516 2.1301
S: 1.4252 -0.5493 2.8145
H: 4.4730 -2.4709 5.7243
H: 5.0074 -2.8496 4.0899
H: 3.6386 -3.7308 4.8136
H: 2.9215 -1.0308 4.8897
H: 3.5760 -3.3566 2.2494
H: 2.3721 -2.5889 1.2523
C: -1.5182 1.2503 -1.6504
C: -2.3991 1.8050 -2.5592
C: -3.7520 2.0866 -2.2134
C: -4.6229 2.6167 -3.1345
C: -4.1967 2.9000 -4.4308
C: -2.8730 2.6534 -4.7922
C: -1.9893 2.1157 -3.8875
H: -1.8547 1.0317 -0.6388
H: -0.4806 1.0865 -1.9297
H: -4.0811 1.8834 -1.2040
H: -5.6465 2.8160 -2.8537
H: -4.8891 3.3069 -5.1510
H: -2.5420 2.8848 -5.7932
H: -0.9632 1.9234 -4.1633

=====

No. 3
Entry from OMol25: a cluster of 2 separate species, C28H35NO4 in total in a non-equilibrium geometry (ωB97M-V/def2-TZVPD).

Calculated values
Relative energy (zero: lowest compared OMol25 entry of this formula, charge and spin) in kcal per mole: 24.1
Charge: 0
HOMO-LUMO gap in eV: 4.75
LUMO level in eV: -1.7966
Energy in Eh: -1443.5966

Element x y z (Å)
C: 1.3367 4.4729 1.6382
C: 0.1948 3.5175 1.2797
C: -0.2981 3.7458 -0.1414
C: -1.4640 2.8692 -0.5954
C: -1.3060 1.3974 -0.7848
C: -2.5575 0.6561 -0.5829
O: -2.8736 -0.4723 -0.9590
O: -3.4180 1.3860 0.1701
C: -4.7222 0.8248 0.4575
C: -5.6634 1.9782 0.6867
C: -0.4487 1.0127 -1.9003
O: -0.4918 -0.0138 -2.5680
O: 0.4561 1.9829 -2.1882
C: 1.4509 1.6510 -3.1952
C: 1.9025 2.9360 -3.8403
H: 1.6943 4.2529 2.6465
H: 2.1771 4.3676 0.9425
H: 1.0063 5.5189 1.6199
H: 0.5113 2.4708 1.3729
H: -0.6447 3.6776 1.9705
H: -0.6555 4.7878 -0.2219
H: 0.5171 3.6226 -0.8655
H: -2.3145 3.0044 0.0776
H: -1.7549 3.2598 -1.5917
H: -5.0424 0.2113 -0.3884
H: -4.6206 0.2045 1.3560
H: -6.6364 1.5964 0.9974
H: -5.2981 2.6625 1.4588
H: -5.8099 2.5504 -0.2350
H: 2.2735 1.1252 -2.6891
H: 1.0018 0.9862 -3.9408
H: 2.6565 2.6962 -4.5954
H: 1.0642 3.4346 -4.3445
H: 2.3431 3.6319 -3.1159
C: -0.5454 -2.9751 -2.9849
C: 0.6592 -2.6843 -2.1994
N: 1.9098 -2.8923 -2.6742
C: 2.8662 -2.5054 -1.7350
C: 2.1747 -2.0010 -0.6084
C: 2.8747 -1.5316 0.5031
C: 4.2732 -1.5309 0.4561
C: 4.9461 -1.9538 -0.7047
C: 4.2467 -2.4586 -1.8108
C: 0.7540 -2.0358 -0.9282
C: -0.2505 -1.5526 -0.0700
C: -0.3746 -2.0378 1.2736
C: 0.4334 -3.1160 1.7435
C: 0.4856 -3.4265 3.0844
C: -0.3619 -2.7899 3.9975
C: -0.2187 -3.1475 5.4437
C: -1.2920 -1.8439 3.5296
C: -1.3212 -1.4830 2.1902
H: -1.3791 -3.2309 -2.3282
H: -0.8139 -2.0653 -3.5397
H: -0.3834 -3.7998 -3.6872
H: 2.1057 -3.2687 -3.5985
H: 2.3142 -1.2301 1.3872
H: 4.8416 -1.1941 1.3238
H: 6.0295 -1.8541 -0.7474
H: 4.7340 -2.7887 -2.7240
H: -1.0148 -0.9202 -0.4869
H: 1.0462 -3.6704 1.0258
H: 1.2105 -4.1682 3.4171
H: -1.0119 -2.6864 6.0391
H: -0.2396 -4.2370 5.5975
H: 0.7550 -2.8000 5.8216
H: -1.9708 -1.3727 4.2454
H: -2.0484 -0.7535 1.8179